The following is a DFT calculation (wB97M-V/def2-TZVPD) of a single C9H10N2O2 molecule at a distorted geometry.

Cartesian coordinates (Å):
C 2.5201 0.8989 0.1657
O 1.1742 1.0861 0.6425
C 0.2298 0.2052 0.1611
C 0.3709 -1.0981 -0.2234
C 1.6035 -2.0007 -0.1865
C -0.7551 -1.7855 -0.7438
N -1.9525 -1.5218 -0.3713
C -2.1213 -0.4568 0.4879
O -2.8200 -0.4933 1.4529
C -1.3414 0.7785 0.0209
C -1.5852 2.0282 0.8067
C -1.6704 1.1087 -1.3228
N -1.9689 1.4223 -2.3736
H 3.0706 1.7812 0.4111
H 2.3556 0.6551 -0.9048
H 2.8849 -0.0074 0.6133
H 1.4747 -2.7881 -0.8649
H 1.5795 -2.3884 0.8810
H 2.5045 -1.5188 -0.4539
H -0.5520 -2.6977 -1.2070
H -0.6694 2.4563 0.9836
H -1.9827 1.6804 1.6995
H -2.3494 2.6556 0.3259

Cartesian forces (eV/Å) of the 6 atoms listed first:
C -1.8 -1.3 -1.0
O -1.8 -0.6 -0.4
C -0.9 0.1 -0.3
C 2.4 1.8 -0.1
C -1.3 0.9 2.5
C -2.0 0.9 2.1

Its spin multiplicity is 1. The calculation puts the energy above the lowest of the compared OMol25 structures with the same formula, charge and spin at 76.9 kcal/mol. The molar mass comes out at 178.191 g mol⁻¹. Its LUMO energy is -0.6 eV. The calculation puts the total energy at -16567.3850 eV. The orbital gap is 8.97 eV. As for the SMILES: COC1=C(C)C=NC(=O)[C@]1(C)C#N.

Results of the natural (NBO) charge analysis, in e, for atoms 1 through 8: C -0.24; O -0.51; C 0.45; C -0.23; C -0.62; C 0.16; N -0.45; C 0.69

***

The following is a DFT calculation (wB97M-V/def2-TZVPD) of a single C9H10N2O3S molecule at a distorted geometry.

Cartesian coordinates (Å):
O 1.2243 3.0708 1.0630
N 0.1941 2.5668 0.7326
O -0.9535 2.8361 0.8686
S 0.5275 0.9412 -0.2264
O 1.0380 1.3108 -1.5360
N 1.2959 -0.0762 0.6965
C 2.6852 -0.4091 0.5915
C 3.0332 -1.8364 0.1391
C 3.2633 -0.5994 -0.7509
C -1.1210 0.3717 -0.1420
C -1.3927 -0.6151 0.8044
C -2.6733 -1.1322 0.8418
C -3.6815 -0.6104 -0.0117
C -3.3609 0.3348 -0.9648
C -2.0531 0.8496 -1.0636
H 3.2985 0.0160 1.4480
H 2.3508 -2.6063 0.0286
H 3.9939 -2.2457 0.4561
H 4.1106 -0.1359 -1.1652
H 2.4126 -0.6466 -1.4204
H -0.4620 -1.0387 1.1658
H -3.0219 -1.7181 1.6137
H -4.7252 -1.0219 0.0026
H -4.1794 0.7838 -1.4560
H -1.8035 1.6103 -1.7151

Cartesian forces (eV/Å) of the 6 atoms listed first:
O -0.1 1.1 0.7
N 1.2 -1.6 -1.3
O -0.6 1.2 0.7
S 2.7 -3.0 1.1
O -1.1 0.4 0.9
N -1.8 2.0 -1.3

Its spin multiplicity is 1. The calculation puts the energy above the lowest of the compared OMol25 structures with the same formula, charge and spin at 156.2 kcal/mol. The molar mass comes out at 226.257 g mol⁻¹. Its LUMO energy is 0.0 eV. The calculation puts the total energy at -29445.7433 eV. The orbital gap is 9.16 eV. As for the SMILES: O=[N+]([O-])[S@@](=O)(=NC1CC1)c1ccccc1.

Results of the natural (NBO) charge analysis, in e, for atoms 1 through 8: O -0.34; N 0.38; O -0.34; S 1.97; O -0.88; N -0.88; C -0.07; C -0.41

***

The following is a DFT calculation (wB97M-V/def2-TZVPD) of a molecular structure, C9H10N2SeYb at a distorted geometry.

Cartesian coordinates (Å):
C 0.0575 -1.3467 -1.4243
C -1.2737 -1.4639 -0.9121
C -1.2038 -2.1249 0.3573
C 0.1765 -2.4231 0.6214
C 0.9539 -1.9358 -0.4789
Yb -0.0784 -0.0914 0.6628
C -1.0091 1.7679 -0.4492
C 0.3929 1.8980 -0.8584
C 0.7535 2.4572 -2.0837
N 1.3777 1.4493 -0.0177
H -2.0391 -2.2852 1.0451
H -2.1756 -1.0501 -1.3708
H 0.5729 -2.8465 1.5494
H 2.0453 -1.9590 -0.5570
H 0.3451 -0.8266 -2.3433
H -1.7839 1.6276 -1.2015
H 2.3844 1.4783 -0.2283
H -1.2739 2.2510 0.4951
H -0.0286 2.8758 -2.7038
H 1.8023 2.5279 -2.3579
Se 0.0006 0.0004 5.5996
C 0.0004 0.0012 3.9130
N 0.0033 0.0183 2.7433

Cartesian forces (eV/Å) of the 6 atoms listed first:
C -0.2 -0.8 0.0
C 0.2 -0.8 -0.2
C 0.2 -1.0 -0.7
C -0.2 -0.8 -0.5
C -0.5 -0.7 -0.3
Yb 1.1 4.4 -0.7

Its charge is -1. Its spin multiplicity is 2. The molar mass comes out at 398.193 g mol⁻¹. Its LUMO energy (spin up / spin down) is 2.9 / 2.9 eV. The calculation puts the total energy at -109351.8415 eV. The orbital gap (spin up / spin down) is 5.76 / 5.75 eV. Its expectation value of S² is 0.7514.

Results of the natural (NBO) charge analysis, in e, for atoms 1 through 8: C -0.33; C -0.35; C -0.41; C -0.39; C -0.37; Yb 1.76; C -0.96; C 0.17

***

The following is a DFT calculation (wB97M-V/def2-TZVPD) of a molecular structure, C9H10N3 at a distorted geometry.

Cartesian coordinates (Å):
C -1.1707 0.0307 0.1661
C 0.4697 -0.3623 -1.6834
C -2.1680 -0.1166 -0.7123
C -0.6258 -0.6471 -2.5271
C 0.1971 -0.0667 -0.3151
C -1.9022 -0.6081 -2.0076
C 1.1893 0.1108 0.6734
C 3.5031 0.5541 2.8557
C 1.1569 0.2220 2.1596
N 2.5468 0.2907 0.7001
N 2.6047 0.3800 2.0154
N -2.9935 -0.9091 -2.7953
H -1.4608 0.3258 1.1718
H 1.4233 -0.4488 -2.2003
H -3.1808 0.0756 -0.3690
H -0.3501 -1.0090 -3.5400
H 4.4923 0.8621 2.4173
H 3.2194 0.4092 3.8287
H 0.4831 1.0028 2.5176
H 0.8368 -0.4956 2.9294
H -3.9602 -0.4617 -2.5621
H -2.6514 -0.9139 -3.7264

Cartesian forces (eV/Å) of the 6 atoms listed first:
C 1.6 0.4 -0.4
C -2.0 -0.3 -0.5
C -0.6 -0.5 0.0
C 2.7 -0.5 0.5
C 0.3 0.0 0.6
C -2.7 0.9 -0.3

Its charge is +1. Its spin multiplicity is 1. The calculation puts the energy above the lowest of the compared OMol25 structures with the same formula, charge and spin at 39.1 kcal/mol. The molar mass comes out at 160.200 g mol⁻¹. Its LUMO energy is -4.6 eV. The calculation puts the total energy at -13955.7065 eV. The orbital gap is 7.23 eV.

Results of the natural (NBO) charge analysis, in e, for atoms 1 through 8: C -0.12; C -0.07; C -0.25; C -0.29; C -0.22; C 0.25; C 0.35; C -0.01